1.
45
Properties=species:S:1:pos:R:3:mulliken_charge:R:1 method="wB97M-V/def2-TZVPD" orbital_gap_ev="4.99 / 3.51" charge=+2
P 2.13871 -0.35522 0.99766 0.886
O -0.89877 -0.67418 2.23026 -0.317
H 0.22179 0.25828 3.80612 0.327
P -2.24409 1.03561 -0.04473 0.666
H -1.53450 0.07627 4.07819 0.280
H 3.91882 1.29003 0.81530 0.370
C -2.46554 2.17302 -1.42660 -1.162
H -1.68629 2.03034 -2.18348 0.339
H -3.53462 2.36928 1.50202 0.414
C -3.60290 1.34652 1.10419 -1.224
H 2.34063 1.11048 -1.62594 0.299
H 1.73692 2.00990 -2.67016 0.355
H 1.50290 -2.69730 1.14164 0.385
H -3.04670 -1.22461 -0.05133 0.456
H 3.73479 0.66384 2.49091 0.413
C 1.03529 -1.23852 -1.37759 0.982
C 2.18602 -0.72956 -0.74618 -1.570
H 1.23652 2.73627 -0.69240 0.486
H -3.53724 0.64809 1.94807 0.372
H -3.39709 -0.46845 -1.59255 0.663
C -1.34667 -1.21991 -1.37365 0.648
O 2.34097 2.03914 -1.91838 -0.808
N -0.17038 -0.86419 -0.80772 0.371
H -2.33492 -2.50119 -2.76469 0.520
H -0.02636 1.80284 0.32400 0.217
H 2.11179 -2.10575 2.69438 0.400
H -0.14470 -3.38316 -3.70051 0.463
H -4.57894 1.22491 0.61750 0.431
H 2.02512 -2.41057 -2.82473 0.516
Al -0.21226 0.11713 0.84145 0.198
O 0.45653 2.97619 -0.09141 -0.488
C 1.03731 -2.14760 -2.44569 -1.165
H -0.47285 -1.35563 4.12165 0.277
H 3.24226 -2.45630 1.36489 0.455
H 0.93042 3.31273 0.72093 0.496
C -2.60845 -0.59678 -0.83596 -1.176
H -3.43524 2.01690 -1.91331 0.472
H -2.43499 3.20840 -1.07014 0.414
C -0.65382 -0.39739 3.61333 -0.809
H 3.17274 -0.83142 -1.22871 0.585
C 2.25412 -2.06003 1.61419 -1.274
C -1.36902 -2.14575 -2.39692 -0.951
C -0.16209 -2.63385 -2.91683 -0.449
C 3.73667 0.39225 1.42370 -1.170
H 4.53810 -0.34111 1.24924 0.405

---

2.
54
Properties=species:S:1:pos:R:3:mulliken_charge:R:1 method="wB97M-V/def2-TZVPD" orbital_gap_ev=5.28 charge=-1
H 3.58451 0.51199 -2.27737 0.354
H -0.60256 1.57140 -5.27335 0.013
H -2.65140 4.03495 -3.00892 0.198
H 1.70559 1.72318 -0.75555 0.205
O -6.44523 -1.81002 1.50615 -0.524
O -4.55108 -0.03892 -2.21743 -0.588
Br -3.73577 -2.13933 -4.07099 -0.193
C -2.48467 3.66025 -4.12834 -0.771
H 3.27738 -4.70721 6.81875 0.286
Br 3.32534 -2.00536 -1.60670 -0.228
O -6.44826 0.16697 2.47819 -0.535
C 2.63569 -0.12884 -1.93977 -0.475
H 1.26025 -0.07512 -0.07640 0.200
H -7.00571 -0.20102 -0.46642 0.259
H -1.56692 -0.96487 -1.50991 0.228
B -0.87606 0.14146 -3.38491 0.211
H 4.94060 -4.26396 6.28060 0.281
O -0.40359 -1.02596 -4.19371 -0.583
H 3.15077 -0.45032 5.23387 0.300
C -1.02239 1.61220 -4.16872 -0.653
O 3.52429 1.87125 4.10935 -0.503
C -2.00301 -0.10937 -2.21030 -0.026
H 0.83191 -2.41050 -3.11018 0.263
O 3.66316 -1.77103 7.40769 -0.496
H -5.22008 -0.31038 -0.23852 0.242
H 1.82354 0.64934 -4.10159 0.126
H 2.88289 1.00334 1.60363 -0.145
C 1.57983 -0.08238 -3.19300 0.186
H -3.08654 1.68765 -4.72991 0.194
H 2.34496 0.84539 6.19521 0.304
H 3.96464 1.77307 0.26572 0.256
H 1.57329 -1.93163 -4.75776 0.191
N 3.62169 -2.65910 6.54826 0.824
C 0.98272 -1.47078 -3.82876 -0.455
O 1.56893 1.25159 3.30563 -0.514
C 3.34250 0.78902 0.52784 -0.408
H 4.04672 -0.14518 0.55226 0.274
C -3.45533 -0.64913 -2.74828 0.165
H -0.32641 2.39731 -3.60131 0.181
H -1.48363 4.16331 -4.50604 0.241
C 4.10838 -4.00938 6.94018 -0.716
H -3.40423 4.08054 -4.75792 0.254
C -6.15947 0.06917 0.16864 -0.587
H 1.36573 -0.25840 5.17051 0.303
N 2.48361 1.20401 4.13635 0.789
N -2.43284 2.14889 -4.05946 -0.012
H -6.11082 1.15138 0.30651 0.300
H 4.43693 -3.97819 7.98115 0.308
H -2.15008 0.91318 -1.65253 0.112
O 3.21188 -2.52889 5.38893 -0.496
C 2.08634 0.61068 -0.56192 -0.150
N -6.36797 -0.57600 1.49303 0.849
C 2.32173 0.25915 5.27422 -0.735
O 0.34828 0.41062 -2.55672 -0.104

---

3.
49
Properties=species:S:1:pos:R:3:mulliken_charge:R:1 method="wB97M-V/def2-TZVPD" orbital_gap_ev=8.53 e_above_lowest_kj_mol=0.0 charge=0
H -3.95990 2.72517 -0.90693 0.348
H -1.51786 0.30420 2.14530 0.316
H -1.00764 0.01366 -2.81400 0.416
N 0.81955 0.08019 -1.81238 0.481
C 2.83236 -1.15895 -0.80837 0.788
C -1.45306 -1.81767 1.82655 -1.405
H -2.01218 3.11811 -0.56822 0.296
H -3.52273 1.53201 1.03102 0.395
F 1.82342 0.27227 4.79965 -0.346
H -4.24826 0.04187 0.35642 0.548
H -1.44187 -2.12888 -2.40877 0.243
C -1.05802 2.72198 -0.22713 -1.361
H 2.82582 0.61878 -2.04508 0.361
H -0.10214 -0.25990 1.25427 -1.106
C 0.43824 0.96783 -0.92736 -0.273
N -0.48517 -1.90382 -2.17310 -0.349
F 1.64594 0.33341 2.50920 -0.348
H 3.42698 -0.48875 -0.18222 0.353
C 2.24363 -0.29899 -1.95571 -1.409
H 2.31552 -0.81206 -2.91590 0.516
C -1.16799 -0.38007 1.37174 1.317
H 0.10607 -2.63709 -2.54354 0.236
H 1.91427 -1.44006 0.87753 0.168
H -0.52897 -2.39011 1.80391 0.315
H 1.27889 1.35947 0.85964 0.267
H 1.62974 2.49358 -0.30112 0.325
H -0.29721 3.39121 -0.63659 0.624
H -2.17834 -2.34512 1.19552 0.411
C -0.12279 -0.60993 -2.71136 -1.006
H -0.74003 2.73481 3.49156 0.455
N -0.89288 1.36828 -0.82416 0.229
P -1.96728 0.04081 -0.19720 -0.100
N 1.47426 1.50703 -0.13309 -0.121
C -0.88719 2.76844 2.42811 0.092
O 1.81506 -1.73394 -0.04505 -0.501
F 3.21283 -1.00136 3.47638 -0.371
B 1.92062 -0.50889 3.66254 0.357
C 3.79268 -2.22801 -1.36631 -1.386
H -3.49723 1.40401 -1.97176 0.243
H 0.38876 -0.70391 -3.67224 0.377
H 3.78500 -2.28322 -2.45749 0.355
C -0.98380 2.78559 1.24104 -0.046
C -3.55644 0.86596 0.16622 -0.541
H -5.12044 1.46024 -1.24710 0.339
C -4.06227 1.65223 -1.06854 -1.138
H 4.81780 -2.02815 -1.04625 0.333
H 3.52018 -3.19816 -0.94763 0.336
F 0.99706 -1.57473 3.69113 -0.377
H -1.87081 -1.80628 2.83161 0.347

---

4.
48
Properties=species:S:1:pos:R:3:mulliken_charge:R:1 method="wB97M-V/def2-TZVPD" orbital_gap_ev="9.50 / 4.17" spin_multiplicity=2 charge=+1
H 0.73740 -0.67607 -3.82307 -0.088
O -1.66053 1.82671 1.66514 -0.645
C -1.39273 2.86641 1.02543 0.562
H 0.82277 2.63584 -1.32154 0.161
C 0.84554 3.09872 1.87703 -0.677
O -0.68838 0.84727 -2.70027 -0.217
Cl 0.66228 -2.34259 -5.50471 -0.157
C -2.20455 -4.10979 1.31329 -0.032
H 0.08541 0.20536 0.29738 -0.043
C 1.49364 -1.11380 -4.47469 -0.067
H -1.92913 -0.27926 0.51776 0.401
H -2.02059 4.41863 -0.52367 0.389
H 2.41931 0.82604 -4.61198 0.222
H 2.02268 -0.18654 2.47324 0.209
C 2.02140 -0.80826 4.41696 -0.554
H 1.85319 1.32560 -0.75119 0.336
H 1.71357 3.75111 1.78215 0.386
H 1.65814 1.68480 -2.53824 0.158
C 1.18725 1.63579 -1.55642 -0.762
H -3.19086 4.07961 0.67913 0.348
H -2.50408 -0.13720 -1.17633 0.433
H -0.71585 -5.06631 2.55145 0.271
H 0.54998 3.06280 2.92558 0.313
H -2.92110 2.82531 -0.55858 0.266
H -1.61993 -1.63302 -0.64061 0.362
Cl 0.71219 0.85236 -6.16091 -0.138
H -3.03689 -4.19354 2.01206 0.358
C -2.44495 3.59439 0.04961 -1.092
C 1.19586 -0.41825 3.14465 -0.391
H 2.39228 -1.56945 -4.05884 0.339
H 2.58185 -1.74132 4.35890 0.386
H -1.22835 -6.16105 1.29222 0.388
H 2.70761 -0.15602 -6.09580 0.375
Cl -2.86085 -4.50765 -0.34297 -0.187
N -0.23516 3.51027 1.08205 -0.106
H -1.91728 -3.05846 1.33040 -0.185
H 2.89777 -0.17352 4.54814 0.339
Cl 0.27488 -4.47105 0.55127 -0.146
H -0.15209 4.18796 0.33778 0.285
C -1.05455 -5.10858 1.51627 -0.457
Cl 0.21844 -1.65016 2.40248 -0.039
C 2.00077 0.09666 -5.30546 -0.474
H 0.49348 0.38994 3.34864 0.260
Cl 1.05166 -0.64924 5.94072 -0.181
H 1.30127 2.18072 1.50595 0.029
C -1.74193 -0.55665 -0.51959 -1.183
N -0.36297 0.09944 -0.60142 0.192
C -0.01787 0.76604 -1.67939 1.053

---

5.
44
Properties=species:S:1:pos:R:3:mulliken_charge:R:1 method="wB97M-V/def2-TZVPD" orbital_gap_ev="7.48 / 5.48" spin_multiplicity=5 charge=+2
H -0.35980 0.88159 -3.52811 0.311
C 0.78050 -2.31384 -0.78042 -1.299
H 1.60448 1.54717 1.62648 0.611
C 0.57478 -2.80356 2.30134 -1.131
H 0.37591 0.96441 3.27790 0.355
H 1.59071 -2.88995 -0.32242 0.445
H 1.83550 4.00646 1.92523 0.505
H -1.70705 -0.12588 -4.14704 0.467
H 3.06729 -1.16826 3.06353 0.451
H -1.36499 -2.94193 -2.17147 0.399
C -0.14204 2.52458 -0.94978 -0.169
H -0.70428 2.01248 -1.74817 0.470
H -2.62405 -2.56303 -0.97972 0.381
H 0.98025 -3.03889 3.29651 0.449
C 2.76381 -0.88563 2.05024 -1.091
C 0.68374 4.50331 0.16723 -0.260
H -0.19920 -2.64185 -0.37033 0.497
N 0.43486 1.71897 -0.04015 0.528
C 1.29656 3.62885 1.10030 -1.197
H 3.17935 -1.59319 1.32760 0.308
H 0.76274 5.55659 0.26749 0.471
Rh 0.42657 -0.39526 -0.37767 -0.329
P 0.92986 -1.03009 1.96173 0.910
P -1.52551 -0.50775 -1.79419 0.971
C -2.15586 -2.22484 -1.91731 -1.197
I 2.54617 0.13794 -1.82897 0.256
H -3.64538 0.14279 -0.75727 0.413
H 0.76305 -2.56916 -1.84391 0.409
Cl -1.69147 -0.70031 1.03256 -0.273
C 0.30556 -0.12249 3.43947 -1.057
C -0.85812 -0.09047 -3.45863 -1.139
H -0.12612 -0.86127 -3.71974 0.321
H -2.90223 -2.24708 -2.71869 0.448
H 1.04882 -3.46649 1.57150 0.364
H 0.94396 -0.41094 4.29090 0.486
H -2.75291 1.57326 -1.35149 0.349
H -0.74748 -0.38075 3.63798 0.410
C -0.03544 3.91222 -0.86558 -1.142
H -0.50556 -3.02075 2.29546 0.378
H 3.15805 0.10784 1.81530 0.325
C -3.02497 0.53127 -1.58023 -1.081
H -3.57621 0.48859 -2.53357 0.493
C 1.15165 2.24785 0.94422 -0.266
H -0.55549 4.50749 -1.60809 0.454

---

| no. | calculated total energy (Eh) |
| --- | --- |
| 1 | -1677.8795 |
| 2 | -6541.5392 |
| 3 | -1532.8959 |
| 4 | -3493.6321 |
| 5 | -2078.0866 |